{
  "formula": "Cl3HOSi",
  "method": "ωB97M-V/def2-TZVPD",
  "symbols": ["O", "Si", "Cl", "Cl", "Cl", "H"],
  "positions_angstrom": [[-0.28605, -0.33520, 1.02301], [-1.59738, -0.12509, 0.34000], [-2.38296, 1.57762, -0.12811], [-2.42588, -1.69761, -0.54671], [3.91232, -0.00074, -0.19513], [2.77995, 0.58101, -0.49306]],
  "e_lumo_ha": -0.02363,
  "charge": 0,
  "smiles": "O=[Si](Cl)Cl.Cl",
  "relative_energy_kj_mol": 283.8,
  "gap_ev": 10.55
}

---

{
  "formula": "C6H10",
  "method": "ωB97M-V/def2-TZVPD",
  "symbols": ["C", "C", "C", "C", "C", "C", "H", "H", "H", "H", "H", "H", "H", "H", "H", "H"],
  "positions_angstrom": [[-1.64564, -1.62336, 0.31435], [-0.91746, -0.76028, -0.67158], [0.40363, -0.81429, -0.83180], [1.27992, 0.38686, -0.78816], [0.86218, 1.67020, -0.11812], [1.48272, 0.59170, 0.70872], [-1.70741, -1.01344, 1.23260], [-1.06984, -2.51483, 0.58419], [-2.66896, -1.89489, 0.04777], [-1.43809, 0.12980, -1.01898], [0.95500, -1.71392, -0.54217], [2.14280, 0.46095, -1.44810], [1.50802, 2.52203, -0.30239], [-0.18215, 1.92905, 0.02739], [0.78947, 0.01774, 1.32475], [2.47987, 0.66487, 1.12033]],
  "e_lumo_ha": 0.04604,
  "charge": 0,
  "smiles": "C/C=C/C1CC1",
  "relative_energy_kj_mol": 186.3,
  "gap_ev": 9.83
}

---

{
  "formula": "C39H42N5O2S3Tc",
  "method": "ωB97M-V/def2-TZVPD",
  "symbols": ["Tc", "C", "C", "C", "C", "C", "C", "C", "C", "C", "C", "C", "C", "N", "C", "O", "C", "C", "C", "C", "C", "N", "C", "O", "N", "C", "C", "C", "C", "C", "C", "C", "C", "C", "C", "C", "C", "H", "H", "H", "H", "H", "H", "H", "H", "H", "H", "H", "H", "H", "H", "H", "H", "H", "H", "H", "H", "H", "H", "H", "H", "H", "H", "H", "H", "H", "H", "H", "H", "H", "H", "H", "H", "H", "S", "C", "S", "C", "N", "N", "C", "C", "C", "C", "C", "C", "S", "H", "H", "H", "H", "H"],
  "positions_angstrom": [[0.33744, -0.90463, 0.41712], [2.23107, 4.05690, 0.54118], [0.78196, 3.61904, 0.75802], [-0.05125, 4.76278, 1.33093], [0.18986, 3.08744, -0.53125], [0.13432, 3.94028, -1.63015], [-0.30391, 3.49770, -2.86221], [-0.66572, 2.17166, -3.02835], [-0.63886, 1.28398, -1.95930], [-1.08836, -0.15096, -2.20751], [-0.59678, -0.73751, -3.52831], [-2.59702, -0.23323, -2.10519], [-0.25851, 1.77733, -0.69990], [-0.27967, 0.90042, 0.42712], [-0.83624, 1.31714, 1.65358], [-1.66002, 2.18280, 1.80240], [-0.17219, 0.57159, 2.79558], [-0.14223, 0.92281, 4.13245], [0.73071, 0.22396, 4.96719], [1.58653, -0.74912, 4.45480], [1.48933, -1.04549, 3.10704], [0.58945, -0.42460, 2.36570], [2.39390, -1.89396, 2.23604], [3.31393, -2.56599, 2.62861], [2.01609, -1.69219, 0.91198], [2.79238, -2.02700, -0.22799], [2.37984, -3.11790, -1.02806], [3.15839, -3.43781, -2.13315], [4.29678, -2.71017, -2.43075], [4.68140, -1.64310, -1.63491], [3.93815, -1.27404, -0.52436], [4.36679, -0.09053, 0.30625], [5.70196, -0.36075, 0.99749], [4.42693, 1.17273, -0.55070], [1.21365, -4.00260, -0.64457], [0.37081, -4.45212, -1.83476], [1.71851, -5.19581, 0.17286], [2.67097, 4.37922, 1.48498], [2.29017, 4.89523, -0.15315], [2.83511, 3.24822, 0.13847], [0.80810, 2.81490, 1.50028], [-0.06427, 5.61056, 0.64564], [0.37815, 5.10962, 2.27021], [-1.08086, 4.45310, 1.51065], [0.45674, 4.96615, -1.51773], [-0.34260, 4.17725, -3.70217], [-0.97474, 1.83126, -4.00426], [-0.59994, -0.84940, -1.45230], [-1.05986, -0.22706, -4.37052], [-0.88369, -1.78689, -3.59761], [0.48456, -0.65691, -3.63040], [-3.02665, 0.31530, -2.94516], [-2.94676, 0.23331, -1.19690], [-2.94864, -1.26311, -2.15847], [-0.75938, 1.73282, 4.49109], [0.77870, 0.47587, 6.01752], [2.32161, -1.25111, 5.06651], [2.88569, -4.27552, -2.75705], [4.89569, -2.98017, -3.28923], [5.57365, -1.08729, -1.88671], [3.61639, 0.07569, 1.08646], [6.49831, -0.49550, 0.26502], [5.65087, -1.25947, 1.61340], [5.97650, 0.48063, 1.63224], [5.19751, 1.09126, -1.31766], [4.66644, 2.03793, 0.06623], [3.47707, 1.35815, -1.05506], [0.54277, -3.45209, 0.01909], [0.90801, -5.16331, -2.46253], [0.08070, -3.60796, -2.46433], [-0.53143, -4.95122, -1.48305], [2.37463, -5.81915, -0.43762], [0.88359, -5.80824, 0.51109], [2.28799, -4.86756, 1.04237], [-6.39801, -2.34082, -1.33704], [-5.10571, -2.03608, -0.39706], [-3.75311, -3.14777, -0.26955], [-2.90416, -1.98441, 0.67112], [-3.57395, -0.90519, 0.93389], [-4.79557, -0.92955, 0.36075], [-5.60073, 0.24317, 0.55420], [-6.98374, 0.16368, 0.57960], [-7.71783, 1.32308, 0.77656], [-7.08314, 2.54212, 0.95157], [-5.69726, 2.60165, 0.94610], [-4.94804, 1.45475, 0.75069], [-1.30075, -2.21795, 1.32640], [-7.48699, -0.78371, 0.46634], [-8.79639, 1.26369, 0.79855], [-7.66532, 3.44027, 1.09977], [-5.18972, 3.54374, 1.09723], [-3.87009, 1.50576, 0.76663]],
  "e_lumo_ha": [-0.16573, -0.19182],
  "charge": 1,
  "s_squared": 0.759,
  "relative_energy_kj_mol": 37.7,
  "multiplicity": 2,
  "gap_ev": [5.79, 5.08]
}

---

{
  "formula": "C22H24IrN4O2S",
  "method": "ωB97M-V/def2-TZVPD",
  "symbols": ["Ir", "C", "C", "C", "C", "C", "C", "C", "S", "O", "O", "N", "C", "C", "C", "C", "C", "N", "H", "H", "H", "H", "H", "H", "H", "H", "H", "H", "H", "C", "C", "C", "C", "H", "H", "H", "H", "H", "H", "H", "H", "H", "N", "C", "C", "C", "C", "C", "N", "C", "H", "H", "H", "H"],
  "positions_angstrom": [[-0.22020, 0.66754, -0.16328], [4.79378, -5.39770, -2.39613], [3.92929, -4.42253, -1.66075], [3.48249, -4.68979, -0.36607], [2.69210, -3.78527, 0.31664], [2.35122, -2.59312, -0.31860], [2.78431, -2.29231, -1.61325], [3.56610, -3.21249, -2.27108], [1.38342, -1.46957, 0.53582], [1.86252, -0.07493, 0.24053], [1.15575, -1.85936, 1.88363], [-0.08899, -1.22862, -0.26037], [-1.45738, -1.49276, 0.02143], [-2.12670, -2.63791, 0.36716], [-3.50702, -2.52111, 0.50722], [-4.14160, -1.30354, 0.30526], [-3.39181, -0.18729, -0.01773], [-2.06954, -0.29551, -0.16222], [4.96612, -6.30055, -1.81554], [5.75963, -4.94455, -2.62509], [4.33252, -5.67639, -3.34444], [3.76494, -5.61645, 0.11508], [2.35779, -3.98616, 1.32518], [2.52367, -1.35264, -2.08164], [3.91656, -2.99741, -3.27218], [-1.60164, -3.57030, 0.51620], [-4.09153, -3.39374, 0.76717], [-5.21420, -1.21285, 0.39593], [-3.83798, 0.78374, -0.17474], [-2.44917, 2.41918, 1.96615], [-0.97532, 2.30421, 2.32004], [-0.78684, 2.33894, 3.84753], [-0.30281, 1.01677, 1.88002], [-2.86582, 3.32170, 2.41245], [-3.01363, 1.56906, 2.35704], [-2.62060, 2.48773, 0.89012], [-0.42709, 3.15258, 1.89983], [-1.32152, 1.51400, 4.32105], [-1.19193, 3.27261, 4.23702], [0.26271, 2.28265, 4.13385], [-0.80983, 0.13014, 2.27271], [0.75265, 0.99460, 2.14981], [-3.73034, 5.09665, -3.10362], [-2.74884, 4.77245, -2.60602], [-1.52023, 4.35687, -1.99254], [-0.40407, 5.18985, -1.92744], [0.74874, 4.71622, -1.31979], [0.75825, 3.44083, -0.79774], [-0.32664, 2.64022, -0.84937], [-1.44376, 3.08921, -1.44287], [-0.44439, 6.18530, -2.34964], [1.63669, 5.32811, -1.25253], [1.63783, 3.02879, -0.31863], [-2.28770, 2.41489, -1.48155]],
  "e_lumo_ha": [-0.27073, -0.33256],
  "charge": 2,
  "s_squared": 0.756,
  "relative_energy_kj_mol": 0.0,
  "multiplicity": 2,
  "gap_ev": [7.68, 5.98]
}